No. 1
This record from the Open Molecules 2025 dataset describes C5H9N in the gas phase. The level of theory is ωB97M-V with the def2-TZVPD basis set.

Values from the calculation:
- structure (SMILES) = CC12CN(C1)C2
- E_HOMO (eV) = -9.06
- total energy (Eh) = -250.52165
- total charge = 0

Each line ends with the Löwdin charge.
Geometry (Å):
C (-0.309, -1.823, -0.415)  -0.04
C (-0.011, -0.281, -0.276)  -0.27
C (-1.024, 0.619, 0.410)  -0.18
N (0.199, 1.480, 0.623)  -0.10
C (0.974, 0.191, 0.777)  -0.18
C (0.449, 1.405, -0.823)  -0.06
H (0.556, -2.423, -0.730)  0.06
H (-1.155, -2.068, -1.071)  0.06
H (-0.594, -2.245, 0.585)  0.08
H (-1.786, 1.075, -0.236)  0.11
H (-1.472, 0.265, 1.342)  0.11
H (0.897, -0.244, 1.778)  0.11
H (2.022, 0.259, 0.460)  0.11
H (1.497, 1.706, -1.051)  0.10
H (-0.242, 2.085, -1.373)  0.10

Forces on the atoms, in the same order (eV/Å):
C 0.14 0.39 -0.33
C -0.11 -0.25 0.23
C -0.37 0.10 0.25
N 0.11 0.27 -0.21
C 0.27 -0.03 0.37
C 0.05 0.09 -0.12
H -0.13 0.35 -0.11
H 0.28 0.27 -0.02
H 0.27 0.80 -0.55
H 0.08 0.04 0.31
H 0.09 -0.13 0.04
H -0.13 -0.06 -0.03
H -0.16 0.09 0.30
H -0.55 -0.87 -0.13
H 0.17 -1.05 0.01

***

No. 2
This record from the Open Molecules 2025 dataset describes 2 unconnected molecules or ions with the total composition C5H9N. The level of theory is ωB97M-V with the def2-TZVPD basis set.

Values from the calculation:
- structure (SMILES) = C=CN=C.C=C
- E_HOMO (eV) = -8.79
- total energy (Eh) = -250.56175
- total charge = 0

Each line ends with the Löwdin charge.
Geometry (Å):
C (-1.995, -0.228, 1.545)  -0.09
C (-1.865, 1.112, 1.450)  -0.09
H (-2.542, -0.834, 0.826)  0.04
H (-1.537, -0.806, 2.342)  0.04
H (-2.457, 1.658, 0.706)  0.05
H (-1.144, 1.641, 2.093)  0.05
C (0.788, 0.355, -0.903)  -0.29
C (1.594, 0.636, 0.170)  0.00
C (1.325, -1.555, -2.055)  -0.01
N (0.430, -0.866, -1.418)  -0.02
H (0.223, 1.180, -1.360)  0.11
H (1.876, -0.160, 0.864)  0.05
H (1.926, 1.649, 0.371)  0.04
H (1.027, -2.519, -2.465)  0.06
H (2.351, -1.262, -2.167)  0.07

Forces on the atoms, in the same order (eV/Å):
C 0.12 1.06 -0.08
C -0.06 -1.43 0.09
H -0.26 0.36 0.15
H 0.32 0.17 -0.11
H 0.57 -0.07 0.22
H -0.74 -0.11 -0.25
C 1.07 1.96 1.79
C -1.03 -1.00 -1.46
C -2.18 0.47 1.37
N 1.28 -1.89 -1.27
H 0.55 -0.19 -0.14
H 0.35 0.19 -0.44
H -0.51 -0.10 0.16
H -0.01 0.12 0.03
H 0.53 0.46 -0.05

***

Please write out number 2 again, unchanged.
This record from the Open Molecules 2025 dataset describes 2 unconnected molecules or ions with the total composition C5H9N. The level of theory is ωB97M-V with the def2-TZVPD basis set.

Values from the calculation:
- structure (SMILES) = C=CN=C.C=C
- E_HOMO (eV) = -8.79
- total energy (Eh) = -250.56175
- total charge = 0

Each line ends with the Löwdin charge.
Geometry (Å):
C (-1.995, -0.228, 1.545)  -0.09
C (-1.865, 1.112, 1.450)  -0.09
H (-2.542, -0.834, 0.826)  0.04
H (-1.537, -0.806, 2.342)  0.04
H (-2.457, 1.658, 0.706)  0.05
H (-1.144, 1.641, 2.093)  0.05
C (0.788, 0.355, -0.903)  -0.29
C (1.594, 0.636, 0.170)  0.00
C (1.325, -1.555, -2.055)  -0.01
N (0.430, -0.866, -1.418)  -0.02
H (0.223, 1.180, -1.360)  0.11
H (1.876, -0.160, 0.864)  0.05
H (1.926, 1.649, 0.371)  0.04
H (1.027, -2.519, -2.465)  0.06
H (2.351, -1.262, -2.167)  0.07

Forces on the atoms, in the same order (eV/Å):
C 0.12 1.06 -0.08
C -0.06 -1.43 0.09
H -0.26 0.36 0.15
H 0.32 0.17 -0.11
H 0.57 -0.07 0.22
H -0.74 -0.11 -0.25
C 1.07 1.96 1.79
C -1.03 -1.00 -1.46
C -2.18 0.47 1.37
N 1.28 -1.89 -1.27
H 0.55 -0.19 -0.14
H 0.35 0.19 -0.44
H -0.51 -0.10 0.16
H -0.01 0.12 0.03
H 0.53 0.46 -0.05